15
Properties=species:S:1:pos:R:3:mulliken_charge:R:1 method="wB97M-V/def2-TZVPD" largest_force_ev_per_a=3.9 charge=+1 multiplicity=1 homo_ev="-15.06 / -15.06" mol_weight_g_mol=124.12 e_above_lowest_kcal_mol=74.6
C -0.3206 0.7549 -1.3898 -0.26
C -0.6312 -0.4531 -0.7013 0.68
C -1.9860 -0.2830 0.0430 0.20
C 0.5632 -1.2950 -0.2975 -0.74
C 0.9503 1.0296 0.6128 -0.66
C -0.4683 1.1410 -0.0056 0.58
N 1.0676 -0.4045 0.7403 -0.22
O -2.9517 -0.9080 0.1091 -0.32
O -1.6994 0.9298 0.6418 -0.27
H 0.4153 0.8976 -2.2105 0.33
H 0.1136 -2.1774 0.1749 0.36
H 1.2873 -1.5193 -1.0671 0.32
H 1.7257 1.5500 0.1247 0.34
H 1.0448 1.5219 1.6429 0.38
H 0.8894 -0.7845 1.5823 0.29